1.
{"formula": "CH2Cl3OPS2", "method": "wB97M-V/def2-TZVPD", "species": ["C", "O", "P", "S", "S", "Cl", "Cl", "Cl", "H", "H"], "xyz": [[-1.055, -0.304, -0.655], [0.732, -1.132, 1.201], [0.480, 0.195, 0.369], [0.082, 2.281, 2.051], [2.040, 0.048, -0.976], [-1.445, 1.053, -1.709], [-2.344, -0.572, 0.513], [-0.760, -1.773, -1.591], [0.249, -1.151, 2.037], [2.023, 1.355, -1.240]], "mulliken_charge": [0.349, -0.485, 0.317, -0.274, -0.213, -0.100, -0.099, -0.088, 0.394, 0.199], "homo_lumo_gap_ev": 7.08, "relative_energy_kcal_mol": 61.45, "e_homo_ev": -8.729, "total_energy_ev": -71642.12507}

***

2.
{"formula": "C8H27INO7", "method": "wB97M-V/def2-TZVPD", "species": ["O", "H", "H", "H", "I", "O", "H", "C", "C", "C", "O", "C", "N", "H", "H", "H", "H", "H", "H", "H", "H", "H", "H", "H", "C", "C", "O", "O", "H", "H", "H", "H", "H", "H", "C", "C", "O", "O", "H", "H", "H", "H", "H", "H"], "xyz": [[11.075, -6.520, -28.138], [11.402, -7.415, -28.308], [10.852, -6.039, -29.056], [11.777, -5.996, -27.689], [12.423, -3.694, -26.754], [10.175, -5.243, -30.023], [9.343, -5.550, -29.649], [9.118, -1.123, -29.088], [9.327, -2.449, -29.790], [8.016, -3.153, -29.964], [7.344, -3.460, -28.758], [7.805, -4.496, -27.934], [10.181, -2.174, -30.974], [8.342, -0.513, -29.573], [10.026, -0.517, -29.096], [8.757, -1.190, -28.059], [9.907, -3.036, -29.068], [8.071, -4.077, -30.545], [7.328, -2.524, -30.545], [6.946, -4.740, -27.305], [8.704, -4.225, -27.378], [7.995, -5.447, -28.443], [10.878, -1.576, -30.532], [9.646, -1.375, -31.339], [12.153, -9.485, -27.273], [13.547, -9.096, -27.741], [13.391, -7.757, -28.192], [11.116, -9.559, -28.225], [11.856, -8.919, -26.388], [12.214, -10.495, -26.844], [13.933, -9.701, -28.563], [14.137, -9.107, -26.820], [14.170, -7.236, -28.406], [11.010, -10.467, -28.507], [13.718, -4.419, -30.912], [13.255, -5.777, -31.505], [12.098, -5.582, -32.288], [12.587, -3.685, -30.478], [14.356, -3.948, -31.666], [14.311, -4.525, -29.997], [13.067, -6.562, -30.767], [14.040, -6.080, -32.215], [11.695, -6.450, -32.344], [12.678, -3.699, -29.513]], "mulliken_charge": [-0.134, 0.368, 0.341, 0.056, -0.749, -0.878, 0.015, -1.691, 1.358, -1.186, -0.432, -0.548, -0.594, 0.406, 0.485, 0.276, -0.230, 0.386, 0.403, 0.310, 0.269, 0.232, 0.284, 0.355, -0.782, -0.127, -0.405, -0.551, 0.320, 0.481, 0.298, 0.289, 0.217, 0.316, -0.557, -0.007, -0.496, -0.239, 0.231, 0.281, -0.016, 0.334, 0.299, 0.010], "charge": -1, "homo_lumo_gap_ev": 6.55, "e_homo_ev": -4.397, "total_energy_ev": -32655.21706}

***

3.
{"formula": "C11H31F6N3O11PS", "method": "wB97M-V/def2-TZVPD", "species": ["N", "H", "H", "H", "H", "N", "H", "H", "H", "H", "N", "H", "H", "H", "H", "C", "O", "H", "H", "H", "P", "F", "F", "F", "F", "F", "F", "C", "C", "C", "O", "C", "O", "O", "H", "H", "H", "H", "H", "H", "C", "C", "C", "O", "C", "O", "O", "H", "H", "H", "H", "H", "H", "C", "C", "O", "S", "O", "O", "O", "H", "H", "H", "H"], "xyz": [[-2.727, 3.951, 3.008], [-2.600, 3.128, 2.436], [-3.332, 4.660, 2.619], [-1.807, 4.235, 3.312], [-3.282, 3.567, 3.759], [-3.477, -1.271, 4.464], [-4.454, -1.425, 4.258], [-3.005, -2.118, 4.746], [-3.446, -0.592, 5.211], [-3.015, -0.793, 3.703], [-5.714, 0.649, 0.016], [-5.919, 1.634, -0.075], [-6.232, -0.012, 0.577], [-4.720, 0.627, 0.195], [-5.714, 0.241, -0.908], [-0.710, -0.498, 0.557], [-1.800, 0.195, 1.165], [-0.749, -0.412, -0.529], [0.242, -0.216, 1.007], [-0.831, -1.565, 0.744], [-4.395, -2.850, -2.993], [-3.963, -1.329, -2.780], [-2.838, -3.269, -3.371], [-4.237, -2.948, -1.307], [-4.861, -4.401, -3.036], [-5.874, -2.354, -2.625], [-4.770, -2.540, -4.552], [-0.521, 4.010, -3.060], [0.903, 4.513, -2.781], [1.711, 3.434, -2.010], [2.898, 3.229, -2.831], [2.763, 3.869, -4.001], [3.625, 3.743, -4.923], [1.553, 4.498, -4.043], [-1.265, 4.319, -2.326], [-0.529, 2.921, -3.088], [-0.919, 4.457, -3.972], [0.980, 5.550, -2.452], [1.096, 2.535, -1.949], [2.071, 3.714, -1.021], [5.522, 0.975, 1.426], [5.214, 1.947, 2.665], [5.797, 3.362, 2.545], [4.597, 4.094, 2.886], [3.556, 3.363, 2.989], [2.424, 3.766, 3.004], [3.871, 2.109, 2.852], [4.973, 0.059, 1.647], [6.593, 0.779, 1.377], [5.289, 1.395, 0.448], [5.619, 1.356, 3.486], [6.148, 3.558, 1.532], [6.727, 3.475, 3.101], [0.480, -5.971, -1.102], [1.306, -6.504, 0.077], [2.413, -7.127, -0.597], [1.941, -7.923, -1.897], [1.417, -9.180, -1.545], [2.870, -7.880, -3.041], [0.703, -6.838, -2.241], [0.727, -4.926, -1.291], [-0.570, -6.076, -0.827], [0.707, -7.231, 0.626], [1.539, -5.668, 0.735]], "mulliken_charge": [-0.473, 0.292, 0.391, 0.365, 0.373, -0.489, 0.374, 0.375, 0.393, 0.237, -0.415, 0.398, 0.372, 0.272, 0.318, -0.533, -0.834, 0.181, 0.227, 0.159, 1.190, -0.344, -0.352, -0.412, -0.339, -0.371, -0.356, -1.342, 0.467, -0.357, -0.315, 0.664, -0.579, -0.349, 0.318, 0.387, 0.333, 0.350, 0.180, 0.241, -1.346, 0.351, -0.307, -0.328, 0.716, -0.628, -0.335, 0.346, 0.383, 0.341, 0.220, 0.264, 0.319, -0.244, -0.320, -0.309, 1.078, -0.503, -0.533, -0.305, 0.265, 0.253, 0.296, 0.322], "charge": 1, "homo_lumo_gap_ev": 4.24, "e_homo_ev": -9.615, "total_energy_ev": -75322.16074}

***

4.
{"formula": "C19H6Cl10N2SSr", "method": "wB97M-V/def2-TZVPD", "species": ["Sr", "Cl", "C", "C", "C", "Cl", "C", "Cl", "C", "Cl", "C", "Cl", "Cl", "C", "C", "C", "Cl", "C", "Cl", "C", "Cl", "C", "Cl", "N", "C", "N", "C", "C", "C", "C", "C", "C", "S", "H", "H", "H", "H", "H", "H"], "xyz": [[0.203, 0.160, 0.654], [-0.835, 0.068, 3.969], [0.931, -0.003, 3.990], [1.556, 0.031, 2.764], [2.928, -0.047, 2.795], [3.752, -0.027, 1.226], [3.679, -0.145, 3.962], [5.401, -0.239, 3.917], [2.999, -0.168, 5.182], [3.878, -0.290, 6.657], [1.604, -0.098, 5.204], [0.749, -0.133, 6.703], [-2.466, -1.475, 0.333], [-3.038, 0.208, 0.427], [-2.075, 1.193, 0.446], [-2.561, 2.481, 0.533], [-1.376, 3.791, 0.515], [-3.914, 2.802, 0.589], [-4.447, 4.438, 0.660], [-4.846, 1.762, 0.568], [-6.529, 2.108, 0.616], [-4.407, 0.440, 0.489], [-5.538, -0.859, 0.459], [-0.883, 1.954, -2.520], [-0.201, 0.849, -2.889], [0.341, 0.011, -2.050], [0.960, -1.039, -2.738], [1.636, -2.103, -2.149], [2.210, -3.070, -2.957], [2.124, -2.985, -4.346], [1.463, -1.925, -4.946], [0.887, -0.964, -4.128], [0.003, 0.467, -4.582], [-1.251, 1.996, -1.577], [-1.376, 2.484, -3.216], [1.728, -2.171, -1.071], [2.736, -3.900, -2.503], [2.577, -3.751, -4.961], [1.399, -1.850, -6.025]], "mulliken_charge": [1.880, -0.251, 1.339, -2.433, 1.505, -0.278, -0.613, -0.183, 0.910, -0.184, -0.647, -0.181, -0.278, 1.933, -2.648, 1.025, -0.189, -0.448, -0.181, 0.793, -0.182, -0.520, -0.185, -0.306, 0.368, -0.126, -0.028, -0.371, -0.761, -0.464, -0.503, 0.817, -0.292, 0.112, 0.230, 0.192, 0.388, 0.375, 0.385], "homo_lumo_gap_ev": 8.88, "relative_energy_kcal_mol": 4.75, "e_homo_ev": -8.915, "total_energy_ev": -159677.43411}

***

5.
{"formula": "C2BrClF2S", "method": "wB97M-V/def2-TZVPD", "species": ["C", "C", "F", "F", "S", "Cl", "Br"], "xyz": [[-0.026, 0.652, -0.515], [-0.757, -0.338, 0.284], [-0.121, -0.407, 1.447], [-2.032, -0.134, 0.637], [0.249, 1.764, -1.509], [-0.543, -1.975, -0.714], [3.228, 0.439, 0.370]], "mulliken_charge": [-0.108, 0.942, -0.157, -0.175, -0.239, -0.151, -0.111], "homo_lumo_gap_ev": [9.39, 4.69], "relative_energy_kcal_mol": 30.51, "e_homo_ev": [-10.694, -8.175], "total_energy_ev": -100905.13963}

***

6.
{"formula": "C8H8CeN2O4", "method": "wB97M-V/def2-TZVPD", "species": ["Ce", "O", "C", "C", "O", "C", "O", "C", "O", "H", "H", "C", "C", "N", "C", "C", "N", "H", "H", "H", "H", "H", "H"], "xyz": [[0.753, 1.145, -0.882], [3.321, -1.003, -0.499], [2.581, -0.143, -0.741], [-0.920, 2.626, -1.182], [-1.988, 3.018, -1.050], [0.204, 0.159, -2.808], [-0.264, -0.565, -3.583], [1.420, 2.266, 0.929], [1.556, 2.610, 2.028], [3.407, 3.752, -3.113], [2.817, 4.211, -3.180], [0.558, -2.465, 1.060], [-0.644, -1.533, 1.025], [-0.792, -0.322, 0.453], [-2.099, 0.072, 0.735], [-2.766, -0.902, 1.491], [-1.794, -1.914, 1.653], [0.867, -2.666, 2.125], [0.283, -3.475, 0.636], [1.431, -2.033, 0.506], [-2.359, 1.007, 0.340], [-3.768, -1.027, 1.926], [-1.806, -2.818, 2.132]], "mulliken_charge": [0.706, -0.042, 0.442, 0.564, -0.040, 0.408, -0.002, 0.407, -0.001, -0.004, 0.027, -0.597, 0.242, 0.075, -0.170, -0.653, 0.003, 0.397, 0.393, -0.239, 0.404, 0.410, 0.269], "charge": 3, "homo_lumo_gap_ev": [3.98, 4.10], "s_squared": 0.758, "relative_energy_kcal_mol": 0.00, "e_homo_ev": [-19.816, -19.768], "multiplicity": 2, "total_energy_ev": -32485.40695}

***

7.
{"formula": "C3H7O5Tl", "method": "wB97M-V/def2-TZVPD", "species": ["Tl", "O", "C", "O", "O", "H", "C", "C", "O", "O", "H", "H", "H", "H", "H", "H"], "xyz": [[-3.040, -2.092, 21.227], [0.844, -0.544, 21.438], [0.734, -1.620, 20.626], [-0.156, -2.515, 20.696], [1.555, -1.705, 19.667], [0.245, -0.702, 22.171], [-6.350, 0.666, 19.023], [-6.294, -0.798, 19.432], [-4.978, -1.255, 19.171], [-6.142, 0.731, 17.616], [-5.563, 1.255, 19.494], [-7.325, 1.045, 19.330], [-7.066, -1.365, 18.912], [-6.549, -1.018, 20.468], [-4.875, -1.085, 18.231], [-6.747, 0.190, 17.104]], "mulliken_charge": [0.907, -0.389, 0.805, -0.525, -0.179, 0.329, -0.301, -0.474, -0.475, -0.534, 0.235, 0.301, 0.290, 0.347, 0.333, 0.329], "charge": 1, "homo_lumo_gap_ev": [8.89, 6.64], "s_squared": 0.756, "relative_energy_kcal_mol": 11.00, "e_homo_ev": [-13.663, -13.663], "multiplicity": 2, "total_energy_ev": -18146.93112}

***

8.
{"formula": "C7H10N2", "method": "wB97M-V/def2-TZVPD", "species": ["C", "C", "C", "C", "C", "C", "C", "H", "H", "H", "H", "H", "H", "H", "H", "H", "H", "N", "N"], "xyz": [[-1.169, 1.432, 1.190], [-0.250, -0.885, 1.274], [0.032, -1.934, 0.511], [0.785, -1.424, -0.773], [1.519, -0.060, -0.718], [0.128, 0.734, -0.806], [-0.284, -0.489, -1.596], [-1.929, 2.916, 1.603], [-1.093, 1.020, 2.384], [-0.478, -0.988, 2.387], [0.313, -2.792, 1.297], [1.438, -1.814, -1.674], [2.326, 0.211, -1.483], [1.915, 0.495, 0.402], [0.002, 1.852, -1.143], [-0.229, -0.453, -2.702], [-1.288, -0.901, -1.682], [-1.494, 2.598, 0.751], [-0.244, 0.482, 0.777]], "mulliken_charge": [0.085, 0.076, -0.981, 0.226, -0.658, -0.197, -0.734, 0.294, 0.105, 0.270, 0.220, 0.304, 0.309, 0.222, 0.368, 0.312, 0.353, -0.659, 0.087], "homo_lumo_gap_ev": 9.67, "relative_energy_kcal_mol": 161.20, "e_homo_ev": -8.726, "total_energy_ev": -10394.62065}